ORCA calculation (ωB97M-V with the def2-TZVPD basis set) on C21H39Cl3N7O3RuSi as an isolated structure at a distorted geometry.

As for the spin multiplicity: 6. The expectation value of S² is 8.788. The HOMO-LUMO gap (spin up / spin down) comes out at 3.556 / 4.328 eV. Its total energy is -3197.4050 a.u. The relative energy (zero: lowest compared OMol25 entry of this formula, charge and spin) is 0.0000 eV.

XYZ file:
```
75
Properties=species:S:1:pos:R:3:mulliken_spin:R:1
C 3.9221 1.7670 0.5125 0.00
C 3.3089 1.5665 1.8590 -0.01
H 4.4164 2.7414 0.4330 0.00
H 3.1453 1.6997 -0.2675 0.00
H 4.6693 0.9839 0.2982 0.00
C 3.4921 2.3558 2.9285 0.03
C 4.4012 3.5322 2.9701 -0.01
H 2.9516 2.1428 3.8530 0.03
H 4.8422 3.7687 1.9956 0.00
H 5.2237 3.3635 3.6773 0.00
H 3.8649 4.4219 3.3241 0.00
Ru 0.0690 -0.0519 -0.0905 2.59
Cl 1.2701 -1.9243 -0.0919 0.36
Cl 1.0162 1.0536 -1.8412 0.10
H -3.9313 -2.6757 -2.9539 0.00
H -2.0573 -3.5392 -4.5005 0.00
C -3.4559 -1.6866 -2.9934 0.00
C -1.6460 -2.5228 -4.4710 0.00
N -2.0244 -1.8445 -3.2358 0.01
H -3.6062 -1.1542 -2.0540 0.00
C -1.1224 -1.4192 -2.3651 0.00
O -1.4688 -0.8047 -1.3029 0.00
H -0.5552 -2.5711 -4.5278 0.00
H -0.0599 -1.6014 -2.5791 0.00
H -3.9057 -1.1306 -3.8259 0.00
H -2.0321 -1.9837 -5.3446 0.00
H 1.6140 3.7654 0.4290 0.00
H 0.8497 3.9672 2.9444 0.00
C 0.5611 3.8966 0.1391 0.00
C -0.1276 4.1936 2.4890 0.00
N -0.2935 3.4671 1.2396 0.02
H 0.3609 3.3079 -0.7599 0.00
C -1.2032 2.4919 1.1295 0.03
O -1.3171 1.7324 0.1325 0.03
H -0.9236 3.8934 3.1800 0.00
H -1.8791 2.3886 2.0039 0.00
H 0.3887 4.9666 -0.0483 0.00
H -0.1798 5.2752 2.3072 0.00
O 1.2212 0.9331 1.2051 0.21
C 2.3104 0.4181 1.9050 0.09
C 0.8215 0.5112 3.9839 0.47
C 1.8881 -0.0656 3.2972 0.16
H 0.2556 1.3166 3.5018 0.10
C 0.5459 0.1054 5.2980 -0.21
H 2.7351 -0.4417 1.3606 0.02
C 2.6672 -1.0457 3.9142 0.06
H -0.2941 0.5586 5.8292 -0.01
C 1.3450 -0.8510 5.9330 0.42
C 2.4172 -1.4212 5.2349 0.14
H 3.4911 -1.4758 3.3366 0.02
H 1.1455 -1.1510 6.9674 0.04
H 3.0619 -2.1607 5.7147 0.03
Si 2.2686 2.5153 -6.4526 0.00
Cl 3.7313 3.5253 -5.3264 0.00
C 0.7365 3.5706 -6.2635 0.00
C 2.3120 0.8663 -5.5804 0.00
C 2.6765 2.3494 -8.2871 0.00
H 0.5703 3.8120 -5.2054 0.00
H -0.1517 3.0551 -6.6512 0.00
H 0.8543 4.5150 -6.8145 0.00
H 2.7181 3.3302 -8.7818 0.00
H 1.8979 1.7555 -8.7922 0.00
H 3.6381 1.8418 -8.4436 0.00
H 2.1779 1.0035 -4.4982 0.00
H 3.2920 0.3959 -5.7446 0.00
H 1.5315 0.1907 -5.9482 0.00
N -1.3160 -2.8094 4.4101 0.02
N -1.5690 -2.2036 3.1702 0.06
N -2.7043 -1.4528 3.0466 0.06
C -2.3896 -0.7119 1.9814 -0.02
N -1.1191 -0.9093 1.5679 0.04
N -0.5668 -1.8154 2.3949 0.10
H -0.5656 -3.4785 4.2769 0.01
H -2.1782 -3.3102 4.6579 -0.01
H -3.0815 -0.0254 1.5101 0.00
```


ORCA calculation (ωB97M-V with the def2-TZVPD basis set) on a 8-piece molecular cluster, C21H39Cl6FN4O4 overall at a distorted geometry.

As for the spin multiplicity: 1. Its structure (SMILES) is Fc1ccccc1.CNC(C)=O.CNC(C)=O.CNC(C)=O.CNC(C)=O.ClCCl.ClCCl.ClCCl. The HOMO-LUMO gap comes out at 9.721 eV. Its total energy is -4204.5570 a.u.

XYZ file:
```
75
Properties=species:S:1:pos:R:3:lowdin_charge:R:1
F 3.2490 2.1992 -1.5159 0.01
C 1.9178 1.7609 -1.5553 -0.25
C 1.4622 0.9298 -2.5739 -0.02
C 0.1128 0.5474 -2.5797 -0.08
C -0.7127 1.0101 -1.5435 -0.09
C -0.2808 1.9430 -0.5779 -0.06
C 1.0941 2.2580 -0.5786 -0.03
H 2.1666 0.6439 -3.3410 0.11
H -0.2815 -0.1078 -3.3424 0.10
H -1.7390 0.6865 -1.6353 0.10
H -0.9683 2.2973 0.1759 0.10
H 1.4896 2.8919 0.2012 0.11
C 8.9006 2.4866 0.9462 -0.07
N 9.8419 1.7566 1.7692 -0.01
C 10.1020 1.8885 3.1011 -0.54
C 11.1782 0.9740 3.6738 -0.01
O 9.5241 2.6222 3.8911 0.03
H 7.9205 2.5783 1.4143 0.08
H 8.7571 1.9473 0.0099 0.08
H 9.2570 3.4842 0.6894 0.08
H 10.2523 0.9385 1.3424 0.12
H 11.2629 0.0927 3.0381 0.06
H 10.9056 0.5787 4.6523 0.08
H 12.1801 1.4034 3.6762 0.08
C 1.8541 -4.1642 -4.1465 -0.05
N 0.7710 -5.1497 -4.1112 0.01
C -0.4082 -5.0785 -4.6574 -0.59
C -1.3641 -6.2010 -4.3590 0.00
O -0.7326 -4.1660 -5.4268 0.01
H 2.8399 -4.5524 -4.4027 0.08
H 1.8959 -3.6042 -3.2122 0.09
H 1.6880 -3.5692 -5.0445 0.08
H 0.9033 -5.9019 -3.4503 0.14
H -1.9857 -6.0374 -3.4787 0.08
H -0.8119 -7.1351 -4.2556 0.08
H -2.0648 -6.2670 -5.1913 0.08
C -5.6104 -2.5559 6.3762 -0.05
N -4.4310 -1.7871 5.9920 0.00
C -3.5002 -2.2103 5.1509 -0.60
C -2.5005 -1.2169 4.7088 0.00
O -3.4432 -3.3850 4.7729 0.02
H -6.4395 -1.8827 6.1583 0.08
H -5.4969 -2.8110 7.4298 0.08
H -5.7328 -3.4764 5.8054 0.09
H -4.3616 -0.7832 6.0785 0.13
H -2.4839 -0.3113 5.3152 0.08
H -2.6267 -1.0049 3.6471 0.09
H -1.5544 -1.7555 4.7638 0.09
C -3.8408 0.8964 -5.9397 -0.06
N -4.1724 -0.4884 -5.4924 0.01
C -5.2428 -0.8397 -4.7217 -0.54
C -5.2644 -2.2961 -4.3163 -0.01
O -6.0789 -0.0552 -4.2493 0.02
H -2.7722 1.0777 -5.8244 0.07
H -4.2712 1.6176 -5.2448 0.07
H -4.2498 1.1425 -6.9196 0.08
H -3.4733 -1.1744 -5.7388 0.13
H -5.2547 -2.8896 -5.2305 0.08
H -6.1517 -2.3636 -3.6869 0.08
H -4.4269 -2.6233 -3.7002 0.08
Cl -4.6079 7.5460 0.7771 0.47
C -2.8350 7.8345 0.8049 -1.00
Cl -2.4010 8.4915 2.3891 0.48
H -2.3848 6.8425 0.7684 0.02
H -2.4423 8.5372 0.0700 0.03
Cl 3.5764 0.6589 3.6546 0.39
C 3.9442 2.3589 4.3690 -0.95
Cl 3.3079 2.3830 6.0018 0.51
H 4.9681 2.6837 4.1837 0.04
H 3.3672 3.0540 3.7592 0.01
Cl -5.3447 2.3665 2.0557 0.49
C -6.4090 0.9636 2.1517 -1.03
Cl -5.7329 -0.3126 1.1143 0.49
H -6.3362 0.6186 3.1831 0.01
H -7.4666 1.1657 1.9819 0.04
```


ORCA calculation (ωB97M-V with the def2-TZVPD basis set) on C21H39CrN4O5S2Si3 as an isolated structure.

As for the spin multiplicity: 4. The expectation value of S² is 3.812. The HOMO-LUMO gap (spin up / spin down) comes out at 8.392 / 8.572 eV. Its total energy is -4128.3726 a.u. The relative energy (zero: lowest compared OMol25 entry of this formula, charge and spin) is 0.0000 eV.

XYZ file:
```
75
Properties=species:S:1:pos:R:3:mulliken_spin:R:1
Cr -0.5288 0.7070 0.5921 3.11
C -2.7050 -1.5487 1.4615 0.01
O -1.3828 -1.0118 1.3708 -0.01
Si -0.0248 -1.6723 2.1900 -0.01
C 0.0591 -3.4533 1.5446 0.00
C -0.3335 -1.8597 4.0389 0.00
C 1.1392 -0.3454 1.5486 -0.14
Si 2.0005 0.7169 2.8595 -0.02
C 0.8382 1.9117 3.7322 0.03
C 3.4066 1.8474 2.2139 0.00
C 2.8944 -0.2516 4.2261 -0.01
Si 2.3862 -1.1521 0.3688 0.03
C 3.5619 -2.2159 1.4241 -0.01
C 1.6583 -2.2707 -0.9781 0.00
C 3.5264 0.0591 -0.5544 0.00
H -2.6548 -2.6218 1.6534 0.00
H -3.2265 -1.3857 0.5186 0.00
H -3.2608 -1.0682 2.2600 0.00
H -0.7308 -4.0554 1.9979 0.00
H 1.0100 -3.9237 1.8050 0.00
H -0.0507 -3.5182 0.4625 0.00
H -0.7644 -2.8368 4.2628 0.00
H -1.0151 -1.0926 4.3949 0.00
H 0.6018 -1.7749 4.5931 0.00
H 0.4457 2.6752 3.0582 0.00
H 1.3432 2.4158 4.5598 0.00
H -0.0112 1.3596 4.1288 0.00
H 3.2233 2.3877 1.2838 0.00
H 4.3293 1.2790 2.0815 0.00
H 3.5991 2.6012 2.9810 0.00
H 2.2111 -0.5557 5.0204 0.00
H 3.6576 0.3851 4.6803 0.00
H 3.3924 -1.1473 3.8532 0.00
H 3.0088 -2.7981 2.1646 0.00
H 4.2827 -1.5926 1.9579 0.00
H 4.1288 -2.9128 0.8027 0.00
H 2.0473 -3.2882 -0.8999 0.00
H 1.9047 -1.8854 -1.9689 0.00
H 0.5726 -2.3055 -0.9268 0.00
H 4.1646 0.6461 0.1059 0.00
H 2.9703 0.7381 -1.2079 0.00
H 4.1814 -0.5328 -1.1976 0.00
N 0.7871 2.2537 -0.0705 -0.03
C 0.7645 2.2996 -1.5441 0.01
C 0.4006 0.8949 -2.0740 0.00
O 0.4683 0.6639 -3.2612 0.00
O 0.0423 0.0742 -1.1415 0.02
H 0.6659 3.1804 0.3223 0.01
H 1.6900 1.9063 0.2357 0.00
H 1.7186 2.6073 -1.9701 0.00
H -0.0058 2.9917 -1.8767 0.00
N -3.5972 6.7519 6.0496 0.00
C -3.4385 5.5762 5.3514 0.00
C -4.4363 5.1313 4.4766 0.00
C -4.3034 3.9255 3.8188 0.00
C -3.1685 3.1500 4.0168 0.00
C -2.1809 3.5675 4.8990 0.00
C -2.3101 4.7723 5.5572 0.00
S -3.0267 1.5859 3.2043 0.00
O -2.3297 0.6966 4.0912 0.00
O -4.3503 1.2085 2.7785 0.00
N -2.0506 1.8092 1.8955 0.05
C -2.6327 2.2368 0.7566 -0.02
S -4.1198 3.1196 0.5134 0.00
C -3.8311 3.1167 -1.1982 0.00
C -2.6862 2.4684 -1.4765 0.00
N -2.0060 1.9995 -0.3782 -0.03
H -4.2904 7.4002 5.7208 0.00
H -2.7827 7.1688 6.4641 0.00
H -5.3230 5.7362 4.3301 0.00
H -5.0868 3.5651 3.1681 0.00
H -1.3256 2.9270 5.0612 0.00
H -1.5438 5.0978 6.2503 0.00
H -4.5397 3.5538 -1.8809 0.00
H -2.2795 2.2850 -2.4607 0.00
```